ORCA calculation (wB97M-V/def2-TZVPD) on a molecular structure, C10H20N2O4.

```
36
C10H20N2O4, DFT wB97M-V/def2-TZVPD
C 0.9200 1.5766 -1.5458
C 1.1047 0.5985 -0.3968
C 1.9285 1.3903 -2.7056
C 1.5952 0.2205 -3.6317
C 3.3645 1.3277 -2.1890
C -1.4984 -0.8234 1.7500
C -0.4320 0.1784 2.1243
C -2.8080 -0.7462 2.5539
C -3.3309 -2.2035 2.5387
C -2.2399 -3.0002 1.7972
H 0.4765 3.5710 -1.5343
H 0.7313 2.9347 -0.0360
H -0.0875 1.3552 -1.9416
H 1.8276 2.3150 -3.2918
H 2.2595 0.2310 -4.5034
H 0.5636 0.2826 -3.9992
H 1.7155 -0.7405 -3.1249
H 4.0784 1.3921 -3.0173
H 3.5558 2.1569 -1.5011
H 3.5511 0.3829 -1.6627
H 1.2616 -1.2102 0.0179
H -0.2688 -2.4407 1.4026
H -1.7318 -0.6282 0.6835
H -2.5979 -0.4173 3.5756
H -3.5074 -0.0291 2.1146
H -4.3007 -2.2934 2.0398
H -3.4508 -2.5762 3.5587
H -2.0892 -4.0040 2.2077
H -2.5134 -3.1084 0.7317
H -0.1879 1.9893 2.5073
N 1.0427 2.9205 -1.0022
N -1.0526 -2.1801 1.9912
O 1.1447 0.9064 0.7713
O 1.1713 -0.6855 -0.7963
O 0.7496 -0.0539 2.1979
O -0.9452 1.4114 2.3157
```

Calculated values
HOMO energy (eV): -8.52
LUMO energy (eV): 0.6
Gap between HOMO and LUMO (eV): 9.1
Total energy (Eh): -803.445358
Energy relative to the best compared isomer or geometry (same formula, charge and spin) (kJ/mol): 343.77